Record 1
Entry from the Open Molecules 2025 dataset: 2 unconnected molecules or ions with the total composition C2H8N3 in a non-equilibrium geometry (ωB97M-V/def2-TZVPD).

Cartesian coordinates (Å):
1 N 0.217 -0.389 -1.732
2 C -0.218 0.861 -1.560
3 N -0.683 1.366 -0.428
4 H 0.440 -0.931 -0.904
5 H 0.629 -0.721 -2.592
6 H -0.096 1.524 -2.432
7 H -1.034 2.338 -0.570
8 C 0.440 -0.699 2.287
9 N -0.140 -0.639 1.120
10 H 0.645 -1.667 2.698
11 H 0.727 0.236 2.755
12 H -0.469 0.301 0.508
13 H -0.458 -1.580 0.850

For the calculated total energy, the calculation gives -6666.699 eV. Its total charge is +1. The HOMO energy comes out at -0.523 hartree. The strongest force on any atom comes out at 0.0604 Eh/bohr.

Mulliken population analysis, charges in e, atoms 1 to 6:
1. N -0.323
2. C 0.123
3. N -0.595
4. H 0.225
5. H 0.241
6. H 0.325



Record 2
Entry from the Open Molecules 2025 dataset: a gas-phase ion, C2H8N3 (charge +1) in a non-equilibrium geometry (ωB97M-V/def2-TZVPD).

Cartesian coordinates (Å):
1 C 1.730 -0.786 -0.442
2 C 0.502 -0.041 -0.236
3 N 0.323 1.188 -0.664
4 N -0.696 -0.812 0.635
5 N -1.892 -0.107 0.895
6 H 2.438 -0.521 0.346
7 H 2.181 -0.519 -1.399
8 H 1.558 -1.856 -0.386
9 H 1.050 1.632 -1.207
10 H -0.506 1.740 -0.507
11 H -2.099 0.754 0.350
12 H -2.649 -0.792 0.706
13 H -1.941 0.121 1.909

Its SMILES is C/C(N)=N/[NH3+]. For the calculated total energy, the calculation gives -6664.669 eV. Its total charge is +1. The HOMO energy comes out at -0.490 hartree. The strongest force on any atom comes out at 0.1487 Eh/bohr.

Mulliken population analysis, charges in e, atoms 1 to 6:
1. C -1.030
2. C 0.736
3. N -0.299
4. N -0.671
5. N -0.105
6. H 0.301



Record 3
Entry from the Open Molecules 2025 dataset: 2 unconnected molecules or ions with the total composition C2H8N3 in a non-equilibrium geometry (ωB97M-V/def2-TZVPD).

Cartesian coordinates (Å):
1 C 0.079 -0.771 -2.551
2 C 0.335 0.072 1.848
3 N -0.435 -0.227 -1.543
4 N -0.296 1.167 2.084
5 N 0.781 -0.356 0.744
6 H 1.124 -0.686 -2.642
7 H -0.487 -1.056 -3.401
8 H 0.929 -0.356 2.684
9 H -0.599 1.672 1.304
10 H -0.633 1.496 2.932
11 H 0.293 -0.033 -0.199
12 H 1.363 -1.240 0.762
13 H -1.440 -0.560 -1.486

For the calculated total energy, the calculation gives -6666.654 eV. Its total charge is +1. The HOMO energy comes out at -0.548 hartree. The strongest force on any atom comes out at 0.1038 Eh/bohr.

Mulliken population analysis, charges in e, atoms 1 to 6:
1. C -0.249
2. C 0.162
3. N -0.457
4. N -0.257
5. N -0.305
6. H 0.256



Record 4
Entry from the Open Molecules 2025 dataset: 2 unconnected molecules or ions with the total composition C2H8N3O2 in a non-equilibrium geometry (ωB97M-V/def2-TZVPD).

Cartesian coordinates (Å):
1 C 0.405 0.920 -1.089
2 C -0.382 0.810 1.213
3 N 2.334 -0.754 -0.193
4 N 0.467 0.444 0.282
5 N 1.318 -0.615 0.590
6 O 2.894 -1.976 -0.162
7 O -1.572 -0.960 0.667
8 H 0.059 0.054 -1.780
9 H -0.297 1.813 -1.164
10 H 1.424 1.131 -1.397
11 H -0.086 0.607 2.261
12 H -1.337 1.408 0.953
13 H -2.490 -1.166 0.737
14 H 3.825 -2.027 -0.539
15 H -1.116 -1.627 1.138

For the calculated total energy, the calculation gives -10757.627 eV. Its total charge is +1. The HOMO energy comes out at -0.530 hartree. The strongest force on any atom comes out at 0.0801 Eh/bohr.

Mulliken population analysis, charges in e, atoms 1 to 6:
1. C -0.707
2. C -0.021
3. N -0.141
4. N 0.452
5. N -0.236
6. O -0.345



Record 5
Entry from the Open Molecules 2025 dataset: a gas-phase ion, C2H8N3O2 (charge +1) in a non-equilibrium geometry (ωB97M-V/def2-TZVPD).

Cartesian coordinates (Å):
1 C 2.016 1.553 1.041
2 O 1.032 0.878 0.246
3 N 0.097 0.289 0.980
4 N -0.819 -0.370 0.408
5 N -1.783 -0.871 1.164
6 O -0.994 -0.422 -0.934
7 C -2.269 -0.889 -1.292
8 H 2.451 2.252 0.284
9 H 2.811 0.842 1.420
10 H 1.650 2.074 1.856
11 H -1.550 -1.246 2.088
12 H -2.454 -1.432 0.627
13 H -2.463 -0.878 -2.391
14 H -2.962 -0.114 -1.047
15 H -2.395 -1.914 -0.967

Its SMILES is CO/N=[N+](/N)OC. For the calculated total energy, the calculation gives -10755.765 eV. Its total charge is +1. The HOMO energy comes out at -0.532 hartree. The strongest force on any atom comes out at 0.0653 Eh/bohr.

Mulliken population analysis, charges in e, atoms 1 to 6:
1. C -0.449
2. O -0.071
3. N -0.600
4. N 1.288
5. N -0.608
6. O -0.226



Record 6
Entry from the Open Molecules 2025 dataset: a gas-phase ion, C2H8N3S (charge +1) in a non-equilibrium geometry (ωB97M-V/def2-TZVPD).

Cartesian coordinates (Å):
1 C -1.024 -0.489 0.065
2 C 1.536 -0.296 -0.255
3 N -0.918 -1.757 0.293
4 N 0.144 0.352 -0.155
5 N 0.016 1.716 0.081
6 S -2.536 0.325 -0.034
7 H 2.115 0.620 -0.631
8 H 1.704 -0.722 0.670
9 H 1.608 -0.953 -1.102
10 H -0.150 -2.378 0.153
11 H -1.793 -2.133 0.486
12 H 0.695 2.284 -0.555
13 H -1.717 1.507 -0.106
14 H 0.319 1.925 1.091

For the calculated total energy, the calculation gives -17501.072 eV. Its total charge is +1. The HOMO energy comes out at -0.515 hartree. The strongest force on any atom comes out at 0.1112 Eh/bohr.

Mulliken population analysis, charges in e, atoms 1 to 6:
1. C 0.558
2. C -1.025
3. N -0.281
4. N 0.115
5. N -0.679
6. S -0.223



Record 7
Entry from the Open Molecules 2025 dataset: C2H8N4 in the gas phase in a non-equilibrium geometry (ωB97M-V/def2-TZVPD).

Cartesian coordinates (Å):
1 C -2.007 0.681 -0.278
2 N -1.085 -0.362 0.203
3 N -0.679 0.004 1.525
4 C 0.215 -0.341 -0.515
5 N 1.336 -0.172 0.019
6 N 2.350 -0.121 -0.879
7 H -2.190 0.576 -1.382
8 H -1.573 1.773 -0.160
9 H -2.922 0.759 0.249
10 H -1.464 -0.164 2.121
11 H -0.087 0.958 1.593
12 H 0.123 -0.299 -1.622
13 H 2.219 -0.739 -1.688
14 H 3.198 -0.346 -0.434

Its SMILES is CN(N)/C=N/N. For the calculated total energy, the calculation gives -8160.945 eV. Its total charge is 0. The HOMO energy comes out at -0.310 hartree. The strongest force on any atom comes out at 0.0716 Eh/bohr.

Mulliken population analysis, charges in e, atoms 1 to 6:
1. C -0.809
2. N -0.069
3. N -0.569
4. C 0.001
5. N -0.082
6. N -0.585



Record 8
Entry from the Open Molecules 2025 dataset: C2H8N4 in the gas phase in a non-equilibrium geometry (ωB97M-V/def2-TZVPD).

Cartesian coordinates (Å):
1 C 1.475 0.376 -0.252
2 N -0.090 -0.983 0.017
3 N -0.023 -1.840 -1.080
4 N -1.477 0.632 1.534
5 C -0.968 1.117 0.347
6 N -0.274 0.354 -0.464
7 H 0.747 -2.493 -0.955
8 H 0.072 -1.344 -1.969
9 H -1.454 -0.386 1.560
10 H -2.332 1.060 1.858
11 H -1.042 2.173 0.133
12 H 1.633 1.370 -0.664
13 H 1.988 -0.367 -0.861
14 H 1.747 0.330 0.798

For the calculated total energy, the calculation gives -8158.727 eV. Its total charge is 0. The HOMO energy (alpha / beta) comes out at -0.256 / -0.216 hartree. The strongest force on any atom comes out at 0.0587 Eh/bohr.

Mulliken population analysis, charges in e, atoms 1 to 6:
1. C -0.725
2. N -0.428
3. N -0.495
4. N -0.404
5. C -0.050
6. N -0.223



Energy relative to the best compared isomer or geometry (same formula, charge and spin) values, unit kJ/mol, following the record order: 186.2; 382.1; 190.5; 582.4; 762.0; 128.8; 319.0; 533.0.